--- i ---
ORCA calculation (ωB97M-V/def2-TZVPD) on a 3-piece molecular cluster, C3H10O3 overall.

Geometry as ORCA input:
```
! wB97M-V def2-TZVPD RIJCOSX def2/J DEFGRID3
* xyz 0 1
O 1.464 -0.359 1.404
C 1.430 -0.606 -0.970
C 1.392 0.134 0.140
H 2.043 -1.130 1.404
H -3.171 0.255 1.927
H -1.088 -0.492 -1.197
H 1.583 -0.060 -1.899
O -1.669 -1.142 -0.789
H -1.659 -1.936 -1.341
C 1.169 1.642 0.126
H 0.323 1.868 -0.517
H 1.591 -1.675 -0.929
H 0.893 1.943 1.129
O -3.555 -0.216 1.180
H -2.794 -0.363 0.596
H 2.047 2.137 -0.266
*
```

Output
SMILES = C=C(C)O.O.O
Frontier orbital gap = 9.9 eV
LUMO energy = 0.59 eV


--- ii ---
ORCA calculation (ωB97M-V/def2-TZVPD) on a 3-piece molecular cluster, C3H10O3 overall.

Geometry as ORCA input:
```
! wB97M-V def2-TZVPD RIJCOSX def2/J DEFGRID3
* xyz 0 1
H 1.706 -2.132 0.786
C 1.618 2.681 -1.236
H 0.731 3.526 1.045
C 0.414 2.438 0.726
H 0.235 -2.647 0.755
H -2.993 -5.100 -0.171
O -3.515 -5.788 0.242
H -0.466 2.304 1.225
H 1.120 1.780 1.321
H -0.439 2.384 -1.206
H 2.623 2.265 -1.346
O 1.444 3.807 -1.654
H -4.468 -5.548 0.190
C 0.401 1.983 -0.635
O 1.204 -2.894 0.828
H 0.385 0.941 -0.870
*
```

Output
SMILES = CCC=O.O.O
Frontier orbital gap = 10.1 eV
LUMO energy = 0.26 eV


Most favorable structure: i. The second most favorable one is 0.0301 hartree above it.


--- i ---
ORCA calculation (ωB97M-V/def2-TZVPD) on C32H21CaF5I2N7O3SSeTe as an isolated structure.

Geometry as ORCA input:
```
! wB97M-V def2-TZVPD RIJCOSX def2/J DEFGRID3
* xyz -1 1
C -4.419 -0.880 -0.721
H -3.953 -3.842 4.736
H -3.552 -1.868 -4.345
H 5.207 4.010 -0.898
H 4.243 2.241 -2.384
N 2.308 2.733 -1.963
H -6.244 -0.101 -1.521
N -1.316 5.913 0.629
C -2.193 -1.688 0.126
H -0.956 -3.401 -0.430
H -2.114 -2.186 4.753
C 0.049 -1.565 -0.443
C -2.740 -2.245 1.423
N -0.291 -0.279 -0.167
C -2.909 -1.870 -2.304
C 4.670 -4.315 1.181
I 1.717 -1.376 -5.261
C -2.146 -1.897 2.633
C 4.138 3.917 -1.014
H 3.633 5.523 0.322
C 0.038 3.190 -1.430
C 2.532 -3.523 1.937
N -1.006 -2.411 -0.271
C 3.382 -4.571 1.651
C -2.284 3.718 -1.037
C 0.911 5.370 0.189
Ca 1.895 0.060 -0.399
H -5.009 -4.478 2.591
F 5.101 1.964 0.684
H -3.030 4.337 -0.557
C 1.900 4.548 -0.471
N 1.195 6.399 0.947
H -1.834 1.035 -3.022
C -3.806 -1.596 -3.329
H 6.007 -2.711 0.569
F 2.344 1.655 0.681
F 6.077 -0.195 0.821
C 1.461 3.494 -1.280
F 3.824 1.636 2.615
I 1.023 0.470 -3.233
H 3.047 -5.590 1.797
H 5.362 -5.120 0.985
H -4.237 -3.457 0.483
C 3.606 2.923 -1.833
C -5.009 -0.966 -3.051
N 4.218 -2.004 1.238
C -0.498 5.100 0.011
C 3.274 4.740 -0.332
H -3.658 2.389 -2.035
O -2.190 0.697 0.710
C -5.312 -0.606 -1.744
O 3.855 -0.028 -0.524
C -3.615 -3.395 3.810
C -2.583 -2.468 3.818
H -4.639 -0.577 0.295
H -5.708 -0.753 -3.851
O 1.180 -1.920 -0.802
F 4.981 -0.351 2.933
H -1.962 -2.339 -2.537
C -0.939 3.999 -0.822
C -2.630 2.660 -1.847
Se -0.330 7.084 1.507
C 3.005 -2.223 1.742
C -3.773 -3.178 1.421
N -0.333 2.136 -2.177
C -4.207 -3.751 2.607
Te 4.230 0.303 1.218
C -1.563 -0.252 0.286
C 5.043 -3.003 0.965
H -1.338 -1.175 2.646
H 1.527 -3.677 2.305
S 2.166 -0.778 2.151
C -3.211 -1.522 -0.992
C -1.616 1.887 -2.386
*
```

Output
Frontier orbital gap = 7.4 eV
LUMO energy = 1.36 eV


--- ii ---
ORCA calculation (ωB97M-V/def2-TZVPD) on C32H21CaF5I2N7O3SSeTe as an isolated structure.

Geometry as ORCA input:
```
! wB97M-V def2-TZVPD RIJCOSX def2/J DEFGRID3
* xyz -1 1
C -3.286 1.167 -0.727
N -2.621 0.612 0.299
H -2.494 -0.868 1.720
H 5.434 -2.502 1.136
C -0.800 -2.473 -2.145
I 5.527 2.740 -0.958
C -3.075 -0.487 0.889
C -5.262 1.342 -2.173
C 2.395 -1.239 4.714
H 2.173 -4.064 -1.914
H -4.531 -2.063 0.916
C 3.476 -0.456 4.321
N -5.553 3.198 -3.559
H -2.333 -2.914 -3.575
C -1.347 -3.173 -3.211
C -2.928 4.293 -2.803
O -0.610 -2.466 2.661
N -0.138 -0.774 1.144
Se -6.998 2.186 -3.758
H 3.016 -2.967 1.283
C 4.765 -2.110 0.379
Te 0.803 3.037 2.801
H 2.361 -0.671 -2.265
C 2.536 -1.882 -0.503
H 0.691 -3.854 0.842
F -1.151 3.079 1.688
C -0.986 3.896 -1.484
H 4.783 -0.221 -2.420
Ca -0.576 1.418 0.691
C -0.078 -2.068 1.638
C -4.952 -0.561 -0.572
H 2.557 -2.236 5.103
C 1.178 -3.823 -2.272
H 1.192 -5.331 -3.793
C -3.466 3.108 -2.297
C -4.499 0.624 -1.159
H -1.063 -4.755 -4.634
O 0.290 0.187 -0.892
S -0.613 1.292 3.817
H 4.015 1.474 3.494
C 0.938 0.525 4.071
C 3.402 -2.380 0.460
C 5.264 -1.347 -0.663
C -4.226 -1.138 0.448
H 0.000 4.175 -1.128
N 0.632 -2.855 0.762
H 4.493 -0.812 4.402
C 1.033 -2.122 -0.422
C -1.688 4.704 -2.378
C 3.229 0.805 3.816
C -2.719 2.385 -1.364
H -5.883 -0.988 -0.924
C 1.108 -0.748 4.605
F 0.944 4.351 1.350
H 6.321 -1.126 -0.726
H -1.248 5.627 -2.727
C 0.362 -0.774 -0.097
F 1.083 3.291 4.768
N 1.988 1.263 3.701
O 1.217 1.860 1.347
H 0.243 -1.334 4.875
F -0.164 4.586 3.342
C -4.769 2.597 -2.705
N -6.426 0.952 -2.617
H -3.510 4.867 -3.513
I 2.993 2.446 0.518
C -0.636 -4.207 -3.803
F 2.497 3.854 3.037
H -1.357 -1.661 -1.693
C 0.630 -4.528 -3.334
C 3.040 -1.099 -1.538
N -1.485 2.768 -1.010
C 4.396 -0.838 -1.621
C 0.465 -2.794 -1.664
*
```

Output
Frontier orbital gap = 5.6 eV
LUMO energy = 0.62 eV


Most favorable structure: ii. The second most favorable one is 0.0149 hartree above it.


--- i ---
ORCA calculation (ωB97M-V/def2-TZVPD) on a 2-piece molecular cluster, C3H7N3 overall.

Geometry as ORCA input:
```
! wB97M-V def2-TZVPD RIJCOSX def2/J DEFGRID3
* xyz 0 1
H -0.979 -0.249 0.692
H -0.944 0.735 -0.745
H -0.814 1.294 0.993
C -0.555 0.561 0.181
H 0.107 -1.637 2.518
N -0.866 -1.936 2.527
C 1.795 0.657 -0.799
H 2.790 1.444 -2.417
C 1.005 0.458 0.205
H -0.592 -2.399 0.737
H 1.456 0.355 1.215
N 2.454 0.666 -1.780
N -1.240 -2.418 1.488
*
```

Output
SMILES = [H]/N=N\[H].CC=C=N
Frontier orbital gap = 9.3 eV
LUMO energy = 0.80 eV


--- ii ---
ORCA calculation (ωB97M-V/def2-TZVPD) on C3H7N3 as an isolated structure.

Geometry as ORCA input:
```
! wB97M-V def2-TZVPD RIJCOSX def2/J DEFGRID3
* xyz 0 1
H 2.385 0.330 1.804
C 0.475 0.268 0.937
N -0.069 0.791 -0.888
C -1.128 -0.167 -0.686
N -0.747 -0.688 0.488
H 0.531 0.548 -1.671
H -0.026 1.790 -0.734
H -1.287 -1.379 0.987
N -1.834 -0.560 -1.675
H -2.460 -1.312 -1.395
H 2.298 -0.509 0.146
H 0.070 0.894 1.724
C 1.794 -0.008 0.963
*
```

Output
Frontier orbital gap = 8.7 eV
LUMO energy = 0.86 eV


Most favorable structure: ii. The second most favorable one is 0.0198 hartree above it.


--- i ---
ORCA calculation (ωB97M-V/def2-TZVPD) on an isolated ion of composition C4H10NO and charge -1.

Geometry as ORCA input:
```
! wB97M-V def2-TZVPD RIJCOSX def2/J DEFGRID3
* xyz -1 1
H -0.133 0.934 -2.421
H 0.836 0.369 1.357
N 0.370 -0.532 1.501
O 0.681 2.345 -1.145
C -0.951 -0.098 0.917
H -1.654 0.119 -1.113
H 1.620 -2.114 1.223
H 1.832 -0.910 -0.071
C 1.103 -1.422 0.553
H -1.318 1.683 -0.153
H -1.525 -1.032 0.854
H 0.425 -1.830 -0.209
H -1.500 0.415 1.715
H 0.969 0.278 -1.222
C 0.230 1.116 -1.346
C -0.987 0.677 -0.440
*
```

Output
SMILES = CNCCC[O-]
Frontier orbital gap = 6.4 eV
LUMO energy = 4.13 eV


--- ii ---
ORCA calculation (ωB97M-V/def2-TZVPD) on a 2-piece molecular cluster, C4H10NO overall.

Geometry as ORCA input:
```
! wB97M-V def2-TZVPD RIJCOSX def2/J DEFGRID3
* xyz -1 1
H 3.447 -0.964 0.348
H -0.786 2.345 1.293
H -1.592 0.973 -1.604
C -1.455 1.486 1.440
H 0.444 -0.954 -1.053
H -0.742 -0.943 -2.120
H 0.022 1.071 -0.849
H -1.880 1.409 2.457
O 1.855 -0.632 -0.895
C -0.961 0.512 -0.838
H -2.360 -0.254 0.610
N -0.675 -0.892 -1.159
H 1.870 -0.571 1.149
H 2.181 -2.127 0.504
C -1.699 0.611 0.436
C 2.333 -1.069 0.282
*
```

Output
Frontier orbital gap = 7.0 eV
LUMO energy = 4.17 eV


--- iii ---
ORCA calculation (ωB97M-V/def2-TZVPD) on C4H10NO as an isolated structure.

Geometry as ORCA input:
```
! wB97M-V def2-TZVPD RIJCOSX def2/J DEFGRID3
* xyz -1 1
H 1.938 -0.860 0.581
C -0.486 0.976 -0.184
C 2.625 -0.143 0.105
H -2.375 1.497 0.632
H 2.196 0.011 -0.939
N -2.924 -0.401 -0.048
H 0.186 0.798 0.628
H -1.336 -1.141 1.208
H 2.445 0.858 0.594
H -2.276 1.196 -1.116
H -0.016 0.676 -1.135
C -1.797 -1.141 0.205
H -0.475 2.083 -0.231
C -2.032 0.758 -0.117
O 3.928 -0.442 0.080
H -1.103 -1.477 -0.577
*
```

Output
Frontier orbital gap = 4.4 eV
LUMO energy = 2.37 eV


--- iv ---
ORCA calculation (ωB97M-V/def2-TZVPD) on a 2-piece molecular cluster, C4H10NO overall.

Geometry as ORCA input:
```
! wB97M-V def2-TZVPD RIJCOSX def2/J DEFGRID3
* xyz -1 1
H 1.061 -1.115 0.846
H 1.099 -1.446 2.613
H -2.548 -0.591 0.821
H 0.829 0.196 2.009
C 1.321 0.888 -2.119
H 2.273 1.323 -2.408
C -1.459 -0.378 0.672
H 0.167 2.615 -2.438
C 0.625 -0.862 1.819
O -0.991 -0.732 -0.523
H -0.706 1.052 -1.809
N -0.818 -1.060 1.848
H -1.337 0.717 0.890
H 1.289 -0.134 -1.760
C 0.192 1.573 -2.135
H -0.998 -2.046 1.674
*
```

Output
Frontier orbital gap = 6.9 eV
LUMO energy = 4.33 eV


Most favorable structure: iv. The second most favorable one is 0.0105 hartree above it.